No. 1
This record from the OMol25 dataset describes a 2-piece molecular cluster, C10H16 overall in a non-equilibrium geometry. The level of theory is ωB97M-V/def2-TZVPD.

```
26
Properties=species:S:1:pos:R:3
C 1.64847 0.18467 1.97292
C 0.30767 -1.58995 0.84299
C 0.36380 -0.42125 1.60192
C -0.93162 -2.30935 0.80545
C -0.82052 0.10962 2.01750
C -2.07557 -1.74673 1.36424
C -2.04323 -0.51193 1.96008
H 1.24221 -1.90819 0.39517
H -0.85487 -3.25523 0.32172
H 1.58649 1.16519 1.37734
H 2.65454 -0.13704 1.51369
H -0.88646 1.15106 2.18280
H -2.98888 -2.23664 1.30829
H -2.95761 0.01399 2.25154
H 1.71845 0.18357 3.11594
C 0.10023 0.39985 -1.95828
C -0.67200 1.62894 -2.45243
C 1.58791 0.78460 -1.85172
H 0.09734 -0.48834 -2.46489
H -0.37929 0.09006 -0.95745
H -1.50513 1.34275 -3.19447
H -1.19865 2.01068 -1.62059
H 2.43315 0.13645 -1.55246
H 1.80406 1.80281 -1.53019
H -0.15109 2.61228 -2.51773
H 1.92060 0.98813 -2.93139
```

* DFT total energy: -390.494971 a.u.
* relative energy (zero: lowest compared OMol25 entry of this formula, charge and spin): 55.4 kcal/mol
* charge: -1
* E_LUMO (spin up / spin down): 4.026 / 3.915 eV
* 2S+1: 2
* expectation value of S²: 0.75

These are the Mulliken partial charges, in e, on atoms 1 to 2: C -1.266; C -1.348


No. 2
This record from the OMol25 dataset describes a 2-piece molecular cluster, C10H16 overall in a non-equilibrium geometry. The level of theory is ωB97M-V/def2-TZVPD.

```
26
Properties=species:S:1:pos:R:3
C -1.15584 -1.79276 0.72999
C -0.30025 -0.62151 0.19929
C 0.60107 -0.92445 -1.04970
C 1.12549 -2.19434 -1.34872
C 1.80679 -2.27749 -2.54629
C 1.85916 -1.25542 -3.51198
C 1.45396 -0.00074 -3.11845
C 0.77033 0.13618 -1.91654
H -0.51432 -2.66505 1.00379
H -1.81248 -2.09671 -0.06640
H -1.69412 -1.39607 1.61464
H -0.98444 0.29352 -0.15176
H 0.30147 -0.09627 0.90387
H 0.71912 -3.12210 -0.93880
H 2.11115 -3.28224 -2.82576
H 2.35620 -1.37486 -4.47447
H 1.59706 0.88265 -3.83486
H 0.38438 1.10663 -1.62002
C -1.44538 1.93198 2.84983
C -0.59974 3.20229 2.92302
H -0.96602 1.01668 2.57619
H -1.95932 1.82579 3.84056
H -2.35202 1.99584 2.19196
H 0.24608 3.15453 3.58754
H -0.20796 3.56226 1.85920
H -1.34038 3.99165 3.12386
```

* DFT total energy: -390.586086 a.u.
* SMILES string: CCc1ccccc1.CC
* relative energy (zero: lowest compared OMol25 entry of this formula, charge and spin): 31.2 kcal/mol
* E_LUMO: 0.972 eV

These are the Mulliken partial charges, in e, on atoms 1 to 2: C -1.224; C -0.350


No. 3
This record from the OMol25 dataset describes a 2-piece molecular cluster, C10H16 overall in a non-equilibrium geometry. The level of theory is ωB97M-V/def2-TZVPD.

```
26
Properties=species:S:1:pos:R:3
C -0.45866 3.15277 1.38846
C -0.61964 2.07012 0.35410
C -1.89921 1.58063 0.05625
C -2.10904 0.57024 -0.86713
C -1.07683 0.25058 -1.75453
C 0.14009 0.90515 -1.64712
C 0.38217 1.78207 -0.58551
H -1.41541 3.67589 1.49147
H 0.19595 3.91232 0.95059
H -0.03736 2.66846 2.28585
H -2.66866 1.91113 0.73430
H -2.96787 -0.09792 -0.80331
H -1.29489 -0.36756 -2.63061
H 0.93644 0.80584 -2.37887
H 1.40440 2.13289 -0.50283
C 0.16561 -3.09467 0.79663
C 0.88257 -1.75137 0.77825
C 1.96095 -1.78360 -0.32089
H 0.89447 -3.93117 0.84446
H -0.36292 -3.32924 1.72212
H -0.29766 -3.16738 -0.20633
H 0.20994 -0.89771 0.58209
H 1.36953 -1.56972 1.73621
H 2.79296 -2.45977 -0.08667
H 1.54088 -2.15842 -1.26564
H 2.33221 -0.80957 -0.67132
```

* DFT total energy: -390.603149 a.u.
* SMILES string: Cc1ccccc1.CCC
* relative energy (zero: lowest compared OMol25 entry of this formula, charge and spin): 20.5 kcal/mol
* E_LUMO: 1.003 eV

These are the Mulliken partial charges, in e, on atoms 1 to 2: C -1.305; C 0.829


No. 4
This record from the OMol25 dataset describes a 2-piece molecular cluster, C10H16 overall in a non-equilibrium geometry. The level of theory is ωB97M-V/def2-TZVPD.

```
26
Properties=species:S:1:pos:R:3
C -2.60676 -1.56853 0.30136
C -1.96089 -0.37482 -0.20615
C -1.20276 0.44842 0.63579
C -0.60917 1.63490 0.12680
C -0.80715 2.07404 -1.24067
C -1.56935 1.22904 -2.09099
C -2.03031 0.01305 -1.59893
H -2.69390 -2.47471 -0.20561
H -3.72610 -1.38980 0.49413
H -2.26687 -1.85891 1.36611
H -0.87650 0.21526 1.61117
H -0.04571 2.45033 0.65861
H -0.43367 3.02020 -1.60973
H -1.50655 1.40204 -3.20763
H -2.58106 -0.64474 -2.28642
C 2.06776 -0.34888 1.91963
C 2.06026 0.20935 0.52641
C 2.70678 -0.86653 -0.42954
H 1.16721 -0.98743 2.21008
H 2.03021 0.45125 2.63917
H 2.94658 -1.04166 1.94059
H 1.02747 0.45937 0.07517
H 2.65310 1.15354 0.56934
H 3.58090 -1.44702 -0.25430
H 1.87594 -1.55809 -0.61331
H 2.80054 -0.19969 -1.33107
```

* DFT total energy: -390.559027 a.u.
* SMILES string: Cc1ccccc1.CCC
* relative energy (zero: lowest compared OMol25 entry of this formula, charge and spin): 48.2 kcal/mol
* E_LUMO: 0.954 eV

These are the Mulliken partial charges, in e, on atoms 1 to 2: C -1.421; C 0.966


No. 5
This record from the OMol25 dataset describes a 2-piece molecular cluster, C10H16 overall in a non-equilibrium geometry. The level of theory is ωB97M-V/def2-TZVPD.

```
26
Properties=species:S:1:pos:R:3
C -0.01822 -2.84763 -0.28305
C 0.74799 -1.62097 -0.72675
C 0.28317 -0.50025 -1.51978
C 0.92417 0.71157 -1.57176
C 2.12814 0.87292 -0.80008
C 2.70101 -0.31395 -0.21244
C 2.01203 -1.52405 -0.18736
H 0.12225 -3.77922 -0.83012
H -1.01163 -2.54563 -0.01809
H 0.26648 -2.76668 0.87442
H -0.42467 -0.74775 -2.36362
H 0.48289 1.50444 -2.19080
H 2.52475 1.80942 -0.57535
H 3.65886 -0.23778 0.33616
H 2.48324 -2.34537 0.22112
C -2.74185 0.46278 0.68390
C -1.79532 1.62895 1.23033
C -2.42459 2.63121 2.23265
H -3.54747 0.96634 0.10005
H -3.18566 -0.30235 1.47558
H -2.22854 -0.16269 -0.03692
H -1.08368 0.94307 1.90410
H -1.23919 1.98148 0.39374
H -2.32593 3.71925 2.02570
H -3.50734 2.39439 2.40103
H -1.88351 2.56563 3.20915
```

* DFT total energy: -390.545497 a.u.
* SMILES string: Cc1ccccc1.CCC
* relative energy (zero: lowest compared OMol25 entry of this formula, charge and spin): 56.7 kcal/mol
* E_LUMO: 0.999 eV

These are the Mulliken partial charges, in e, on atoms 1 to 2: C -1.251; C 0.436


No. 6
This record from the OMol25 dataset describes a 2-piece molecular cluster, C10H16 overall in a non-equilibrium geometry. The level of theory is ωB97M-V/def2-TZVPD.

```
26
Properties=species:S:1:pos:R:3
C -0.84734 3.69443 0.62728
C -0.86919 2.26955 0.11356
C -0.31306 1.93748 -1.11713
C -0.30420 0.62089 -1.57021
C -1.02878 -0.32578 -0.85333
C -1.87703 0.07845 0.16148
C -1.72479 1.35179 0.70833
H -0.51169 4.44306 -0.08498
H -0.31359 3.75553 1.57259
H -1.89379 3.97568 0.78660
H 0.34410 2.59091 -1.67880
H 0.16876 0.35288 -2.50176
H -0.91706 -1.38580 -1.02492
H -2.61896 -0.60051 0.56195
H -2.38293 1.61657 1.52778
C 0.74894 -3.31586 -0.07206
C 1.84095 -2.23037 -0.12386
C 1.58289 -1.04053 0.83930
H -0.22711 -2.89005 0.12875
H 0.86466 -3.95367 -0.94749
H 0.96222 -4.05908 0.70388
H 2.76372 -2.69842 0.21927
H 1.95561 -1.91108 -1.15926
H 0.53041 -0.91814 1.07335
H 2.19912 -1.27165 1.70563
H 1.86814 -0.08628 0.40402
```

* DFT total energy: -390.603327 a.u.
* SMILES string: Cc1ccccc1.CCC
* relative energy (zero: lowest compared OMol25 entry of this formula, charge and spin): 20.4 kcal/mol
* E_LUMO: 1.049 eV

These are the Mulliken partial charges, in e, on atoms 1 to 2: C -1.416; C 0.800


No. 7
This record from the OMol25 dataset describes a 2-piece molecular cluster, C10H16 overall in a non-equilibrium geometry. The level of theory is ωB97M-V/def2-TZVPD.

```
26
Properties=species:S:1:pos:R:3
C 0.49556 3.32471 0.96474
C 0.03053 2.14180 0.08185
C -0.86851 1.09812 0.70143
C -1.46619 1.14575 1.95760
C -1.89082 -0.12233 2.42830
C -1.64683 -1.32243 1.75522
C -1.30477 -1.32605 0.42039
C -0.94644 -0.04541 -0.03934
H -0.17252 3.61530 1.78370
H 0.60859 4.23199 0.36203
H 1.44675 2.97355 1.42349
H -0.34851 2.39655 -1.00636
H 0.93712 1.57347 -0.17110
H -1.50263 2.00876 2.58813
H -2.41405 -0.22073 3.37212
H -2.00436 -2.27419 2.11021
H -1.39954 -2.12187 -0.27171
H -0.55184 -0.15253 -1.06910
C 2.17207 -1.84708 -1.65305
C 1.09973 -2.33414 -2.62266
H 2.80765 -1.26033 -2.27861
H 1.79476 -1.34699 -0.77879
H 2.65929 -2.75963 -1.19340
H 1.43169 -2.31219 -3.71461
H 0.19833 -1.70250 -2.75182
H 0.83497 -3.36161 -2.39867
```

* DFT total energy: -390.575527 a.u.
* SMILES string: CCc1ccccc1.CC
* relative energy (zero: lowest compared OMol25 entry of this formula, charge and spin): 37.9 kcal/mol
* E_LUMO: 0.999 eV

These are the Mulliken partial charges, in e, on atoms 1 to 2: C -1.149; C -0.322


No. 8
This record from the OMol25 dataset describes a 2-piece molecular cluster, C10H16 overall in a non-equilibrium geometry. The level of theory is ωB97M-V/def2-TZVPD.

```
26
Properties=species:S:1:pos:R:3
C -0.24703 -2.18295 -0.93535
C -0.58299 -0.79809 -1.10053
C -1.60577 -0.16595 -0.37020
C -1.96108 1.17220 -0.69780
C -1.29016 1.79641 -1.76604
C -0.21308 1.20943 -2.43049
C 0.07738 -0.13241 -2.15695
H -0.65763 -2.73684 -1.77121
H -0.55453 -2.62201 -0.00670
H 0.77828 -2.46843 -0.98177
H -2.12816 -0.68978 0.49433
H -2.88222 1.65595 -0.19551
H -1.43382 2.76299 -2.22622
H 0.31676 1.67474 -3.27452
H 0.80088 -0.63569 -2.63990
C 1.10797 -0.84326 2.68484
C 0.60989 0.49989 2.09650
C 1.35940 0.96122 0.82641
H 0.41251 -1.32162 3.29995
H 2.06935 -0.89683 3.33509
H 1.34426 -1.40531 1.74966
H -0.38968 0.40652 1.78039
H 0.38331 1.35012 2.75956
H 1.31528 0.26214 0.05996
H 0.89221 1.93252 0.49980
H 2.47867 1.21501 0.96669
```

* DFT total energy: -390.576853 a.u.
* SMILES string: Cc1ccccc1.CCC
* relative energy (zero: lowest compared OMol25 entry of this formula, charge and spin): 37.0 kcal/mol
* E_LUMO: 1.002 eV

These are the Mulliken partial charges, in e, on atoms 1 to 2: C -1.920; C 0.938


No. 9
This record from the OMol25 dataset describes a 2-piece molecular cluster, C10H16 overall in a non-equilibrium geometry. The level of theory is ωB97M-V/def2-TZVPD.

```
26
Properties=species:S:1:pos:R:3
C 0.94331 1.08941 2.97196
C -0.16031 0.47275 2.18404
C -0.34130 -0.96161 2.07888
C -1.26049 -1.52535 1.30569
C -2.17785 -0.82321 0.59997
C -1.99911 0.68457 0.65581
C -1.05589 1.26458 1.37326
H 0.50210 2.03933 3.32196
H 1.79811 1.39853 2.49552
H 1.30755 0.50467 3.82665
H 0.47726 -1.57713 2.47938
H -1.34301 -2.66548 1.39386
H -3.10108 -1.13292 0.07340
H -2.76846 1.43369 0.13662
H -1.03457 2.30494 1.37959
C 2.18726 -0.39354 -2.02832
C 0.76209 -0.79845 -2.54579
C -0.18068 0.42941 -2.75194
H 2.90000 -0.88243 -2.48540
H 2.38173 -0.49705 -0.92416
H 2.34219 0.70256 -1.90160
H 1.08577 -1.15446 -3.56514
H 0.32800 -1.73886 -2.07246
H -0.86403 0.26937 -1.76196
H 0.15203 1.37762 -2.71920
H -0.88059 0.17907 -3.52061
```

* DFT total energy: -390.524458 a.u.
* SMILES string: Cc1ccccc1.CCC
* relative energy (zero: lowest compared OMol25 entry of this formula, charge and spin): 69.9 kcal/mol
* E_LUMO: 0.969 eV

These are the Mulliken partial charges, in e, on atoms 1 to 2: C -1.382; C 0.841